DFT (ωB97M-V/def2-TZVPD) results for a structure of composition C16H48BeNO19 at a distorted geometry.

Its charge is +1. As for the LUMO energy: -6.602 eV. The HOMO energy is -11.3 eV.

Geometry as XYZ:
```
85
C16H48BeNO19 ωB97M-V/def2-TZVPD
Be -18.284 -7.701 0.882
N -15.244 -6.482 0.359
O -16.110 -6.693 1.237
O -14.100 -6.271 0.772
O -15.522 -6.539 -0.848
C -11.978 -4.831 5.007
C -12.644 -5.965 4.232
O -13.564 -6.700 5.041
O -12.976 -4.086 5.698
H -11.446 -4.131 4.363
H -11.289 -5.229 5.758
H -11.820 -6.637 3.968
H -13.042 -5.618 3.276
H -13.967 -7.424 4.535
H -13.552 -4.812 5.976
C -13.530 -9.288 2.426
C -12.798 -10.072 3.489
O -13.769 -10.712 4.330
O -14.315 -8.212 2.976
H -14.271 -9.867 1.874
H -12.742 -8.856 1.802
H -12.037 -9.466 3.980
H -12.308 -10.867 2.923
H -13.645 -10.334 5.206
H -14.251 -7.506 2.315
C -19.112 -8.935 4.314
C -17.663 -9.392 4.127
O -17.225 -8.714 2.975
O -19.890 -9.444 3.214
H -19.333 -7.871 4.420
H -19.369 -9.312 5.309
H -17.741 -10.465 3.926
H -17.008 -9.380 4.998
H -16.281 -8.477 3.036
H -20.833 -9.410 3.402
C -13.963 -3.919 -2.868
C -15.392 -3.543 -2.446
O -15.457 -2.363 -1.684
O -12.979 -3.793 -1.822
H -13.636 -3.264 -3.678
H -13.870 -4.957 -3.185
H -15.840 -4.324 -1.825
H -16.067 -3.510 -3.307
H -14.864 -1.710 -2.073
H -13.372 -3.310 -1.086
C -15.400 -9.728 -0.691
C -15.710 -10.364 -2.054
O -15.819 -11.752 -1.892
O -16.486 -9.519 0.176
H -14.804 -8.847 -0.922
H -14.697 -10.417 -0.216
H -14.862 -10.114 -2.699
H -16.581 -9.879 -2.508
H -15.930 -12.141 -2.765
H -16.946 -10.340 0.379
C -10.794 -6.093 0.414
C -9.665 -7.218 0.393
O -9.878 -8.093 1.511
O -10.727 -5.407 -0.836
H -10.592 -5.491 1.304
H -11.804 -6.472 0.564
H -8.650 -6.845 0.519
H -9.742 -7.696 -0.582
H -9.347 -7.887 2.281
H -11.506 -4.879 -1.037
C -15.482 -2.711 3.433
C -15.596 -3.366 2.035
O -16.630 -2.791 1.246
O -16.766 -2.486 4.038
H -14.839 -1.831 3.369
H -14.957 -3.392 4.108
H -15.804 -4.437 2.077
H -14.590 -3.232 1.629
H -16.524 -2.926 0.301
H -16.689 -2.158 4.937
C -18.622 -6.273 -1.890
C -19.501 -7.489 -2.200
O -18.977 -8.508 -1.294
O -18.885 -5.770 -0.610
H -18.677 -5.591 -2.741
H -17.594 -6.631 -1.984
H -19.208 -7.800 -3.202
H -20.561 -7.397 -1.971
H -19.190 -9.391 -1.612
H -19.237 -4.890 -0.786
```

Calculated atomic charges, method Löwdin, unit e: number 1, Be, carries 1.163; number 2, N, carries -0.533; number 3, O, carries -0.048; number 4, O, carries 0.031; number 5, O, carries 0.003; number 6, C, carries -0.226; number 7, C, carries -0.242; number 8, O, carries -0.081; number 9, O, carries -0.077; number 10, H, carries 0.121; number 11, H, carries 0.117; number 12, H, carries 0.110; number 13, H, carries 0.106; number 14, H, carries 0.043; number 15, H, carries 0.067; number 16, C, carries -0.182; number 17, C, carries -0.212; number 18, O, carries -0.053; number 19, O, carries -0.119; number 20, H, carries 0.106; number 21, H, carries 0.125; number 22, H, carries 0.128; number 23, H, carries 0.126; number 24, H, carries 0.086; number 25, H, carries 0.045; number 26, C, carries -0.223; number 27, C, carries -0.197; number 28, O, carries -0.091; number 29, O, carries -0.077; number 30, H, carries 0.122; number 31, H, carries 0.125; number 32, H, carries 0.131; number 33, H, carries 0.141; number 34, H, carries 0.066; number 35, H, carries 0.095; number 36, C, carries -0.187; number 37, C, carries -0.245; number 38, O, carries -0.056; number 39, O, carries -0.078; number 40, H, carries 0.119; number 41, H, carries 0.122; number 42, H, carries 0.088; number 43, H, carries 0.118; number 44, H, carries 0.107; number 45, H, carries 0.083; number 46, C, carries -0.226; number 47, C, carries -0.247; number 48, O, carries -0.042; number 49, O, carries -0.081; number 50, H, carries 0.115; number 51, H, carries 0.124; number 52, H, carries 0.128; number 53, H, carries 0.111; number 54, H, carries 0.097; number 55, H, carries 0.109; number 56, C, carries -0.224; number 57, C, carries -0.195; number 58, O, carries -0.097; number 59, O, carries -0.071; number 60, H, carries 0.105; number 61, H, carries 0.079; number 62, H, carries 0.116; number 63, H, carries 0.112; number 64, H, carries 0.078; number 65, H, carries 0.036; number 66, C, carries -0.212; number 67, C, carries -0.231; number 68, O, carries -0.061; number 69, O, carries -0.067; number 70, H, carries 0.118; number 71, H, carries 0.098; number 72, H, carries 0.086; number 73, H, carries 0.113; number 74, H, carries 0.045; number 75, H, carries 0.082; number 76, C, carries -0.253; number 77, C, carries -0.144; number 78, O, carries -0.095; number 79, O, carries -0.037; number 80, H, carries 0.143; number 81, H, carries 0.106; number 82, H, carries 0.138; number 83, H, carries 0.133; number 84, H, carries 0.112; number 85, H, carries 0.130